Below is a structure of composition C8H14BrN2Pd at a distorted geometry, with properties calculated with ωB97M-V with the def2-TZVPD basis set.

Structure (XYZ):
```
26
Properties=species:S:1:pos:R:3:forces:R:3
Pd -2.80420 2.84725 0.81505 -3.06 5.13 -0.53
Br -1.70843 1.11279 1.04047 0.27 -2.92 1.56
C -1.20473 -1.85684 -3.05795 0.92 -0.25 -0.53
C -2.15726 -1.07791 -2.20841 -0.68 -0.25 0.91
C -1.58965 -0.77962 -0.80711 1.24 -0.89 -0.83
C -0.89279 -1.90425 -0.13267 -0.66 0.12 -0.36
N -0.34122 -2.79106 0.34738 -0.04 0.26 0.04
H -0.16357 -1.54020 -2.99608 -0.01 0.49 -0.10
H -1.53430 -1.76768 -4.09309 0.17 -0.33 -0.02
H -1.14318 -2.89946 -2.74604 -0.38 -0.07 -0.15
H -3.04362 -1.70699 -2.12639 -0.21 0.17 0.30
H -2.49784 -0.14907 -2.66596 0.26 0.11 0.02
H -2.29724 -0.32891 -0.11120 -1.12 -1.10 -0.47
H -0.83663 0.00708 -0.85329 0.28 -0.23 -0.78
C 2.97787 0.46772 0.98461 -0.19 0.46 -0.03
C 2.09961 0.59427 2.25558 0.60 -0.51 -0.94
C 0.73917 1.25578 2.01090 1.09 0.54 1.01
C 0.85112 2.60257 1.51839 1.21 4.21 -1.80
N 1.02249 3.68981 1.08970 -0.88 -3.25 1.28
H 3.88577 -0.07989 1.23746 -0.23 -0.30 -0.19
H 3.33354 1.40622 0.55938 -0.10 0.45 0.53
H 2.45537 0.04781 0.12510 -0.06 -0.67 0.24
H 2.70066 1.12733 2.99225 -0.42 0.17 0.20
H 1.91020 -0.40785 2.64025 -0.01 0.02 0.08
H 0.13292 1.36575 2.91005 0.13 -0.48 0.40
H 0.10593 0.76534 1.27159 1.86 -0.89 0.17
```
Positions in Å, forces in eV/Å.

Results
Charge = +1
2S+1 = 3
Lowest unoccupied orbital energy (spin up / spin down) = -5.427 / -8.232 eV
<S²> = 2.01
ΔE to the lowest compared entry with this formula, charge and spin = 30.1 kcal/mol



Below is a cluster of 2 separate species, C8H14BrOP in total at a distorted geometry, with properties calculated with ωB97M-V with the def2-TZVPD basis set.

Structure (XYZ):
```
25
Properties=species:S:1:pos:R:3:forces:R:3
C 0.37889 0.56103 -0.26565 0.71 -1.83 -0.40
C 0.76996 -0.63593 0.15475 1.09 -1.41 -0.30
C 0.41076 -3.46975 -0.41166 -1.61 1.92 1.48
C -0.74749 1.81912 1.50324 -1.18 -1.80 0.53
C -1.93902 0.99175 -0.60122 2.51 1.77 0.77
C -0.31026 2.87339 -0.67496 2.86 -1.99 -2.61
C 1.33665 -2.83846 0.62357 0.01 0.87 -0.61
C -0.58605 1.57829 0.00806 -1.45 1.47 0.91
O 0.87072 -1.54554 1.12050 -0.90 0.84 -0.60
P 1.25591 -0.34116 -1.52425 1.20 0.91 1.88
Br 4.05675 0.37628 -0.45070 -1.27 -0.35 -0.65
H 0.26141 -2.85238 -1.28837 0.52 0.05 -0.36
H 0.93847 -4.34447 -0.64507 -0.08 -1.71 -0.67
H -0.66094 -3.53951 -0.03107 1.50 -0.70 -0.11
H -1.67744 2.36302 1.78021 0.66 0.00 -0.50
H -0.96122 0.76508 1.80831 0.48 0.82 1.00
H 0.11633 2.27731 2.00018 -0.17 -0.39 -0.20
H -2.11672 0.05093 -0.20011 -0.38 -1.89 0.41
H -1.81716 1.03593 -1.65863 -0.36 -0.28 -0.82
H -2.65204 1.66196 -0.22935 -1.50 0.94 0.07
H -1.16069 3.43746 -0.59501 -1.87 1.91 0.04
H -0.19994 2.46749 -1.73675 0.06 1.56 0.73
H 0.63247 3.39405 -0.37834 -0.88 -0.45 -0.09
H 2.31431 -2.60508 0.21644 0.29 -0.26 -0.32
H 1.48631 -3.48081 1.47590 -0.23 0.02 0.42
```
Positions in Å, forces in eV/Å.

Results
Charge = 0
Lowest unoccupied orbital energy (spin up / spin down) = -1.093 / -1.093 eV
ΔE to the lowest compared entry with this formula, charge and spin = 87.8 kcal/mol



Below is a cluster of 4 separate species, C8H14Cl8N2O2 in total at a distorted geometry, with properties calculated with ωB97M-V with the def2-TZVPD basis set.

Structure (XYZ):
```
34
Properties=species:S:1:pos:R:3:forces:R:3
C -2.64487 1.47277 -2.34701 0.12 0.50 0.11
Cl -0.92858 1.36038 -1.95119 0.03 -0.18 0.00
Cl -2.80737 2.16114 -3.96109 -0.03 0.15 -0.17
Cl -3.41704 -0.09690 -2.33824 -0.02 -0.20 0.24
Cl -3.37460 2.56464 -1.15343 -0.21 -0.15 -0.15
C 2.67702 0.32135 -3.98307 0.02 0.98 -1.33
Cl 2.62594 -1.35576 -3.62897 -0.44 -0.94 0.73
Cl 3.41705 1.30699 -2.74928 -0.18 0.06 0.82
Cl 3.69527 0.47477 -5.39692 0.76 0.16 -0.99
Cl 1.09980 0.99049 -4.47136 0.04 -0.30 0.41
C -2.60523 -1.11854 2.93995 -1.84 -0.16 1.21
O -3.55392 -1.42157 3.68383 1.47 0.33 -1.03
N -2.61533 -0.04146 2.12139 0.14 1.00 0.46
C -1.52729 0.21014 1.19921 0.05 0.09 -0.85
C -3.77333 0.89472 2.05685 -0.29 -1.75 0.51
H -1.68207 -1.71746 2.90466 0.00 0.17 -0.14
H -1.37014 1.27816 1.04850 -0.14 0.10 0.21
H -1.76410 -0.19473 0.21529 -0.24 0.00 -0.22
H -0.54818 -0.21495 1.41993 -0.37 -0.17 0.89
H -4.52310 0.62343 2.80004 0.37 -0.43 0.27
H -3.56619 1.93805 2.29492 0.55 -0.05 -0.68
H -4.29351 0.66588 1.12672 0.16 0.84 -0.35
C 2.32095 -1.13993 2.20295 -1.41 -0.21 0.81
O 1.19325 -1.26731 2.70352 1.48 0.23 -1.17
N 2.60973 -0.94422 0.89510 -1.15 0.54 -0.56
C 3.89866 -0.60792 0.35804 0.74 -0.65 0.83
C 1.59583 -0.80205 -0.14638 -0.72 -1.16 0.03
H 3.20372 -1.21670 2.85644 0.19 0.08 -0.26
H 3.95679 -1.12807 -0.59808 0.43 0.34 -0.07
H 4.67291 -0.99874 1.01828 0.12 -0.02 -0.03
H 4.06728 0.46526 0.26876 -0.17 0.06 -0.28
H 0.66180 -1.31524 0.08233 0.05 0.25 0.58
H 1.36830 0.21855 -0.45413 0.23 0.17 0.24
H 1.93057 -1.36516 -1.01755 0.27 0.30 -0.07
```
Positions in Å, forces in eV/Å.

Results
Charge = 0
Lowest unoccupied orbital energy = -0.019 eV
SMILES = ClC(Cl)(Cl)Cl.ClC(Cl)(Cl)Cl.CN(C)C=O.CN(C)C=O
ΔE to the lowest compared entry with this formula, charge and spin = 16.3 kcal/mol



Below is a cluster of 3 separate species, C8H14ClN2O2 in total at a distorted geometry, with properties calculated with ωB97M-V with the def2-TZVPD basis set.

Structure (XYZ):
```
27
Properties=species:S:1:pos:R:3:forces:R:3
C 2.20862 -1.03267 3.40705 0.04 0.34 0.12
C 1.62604 0.39940 3.33757 0.09 -0.66 -0.25
N 0.74412 0.48419 2.16435 0.43 1.86 -1.98
C -0.33918 -0.31069 1.92228 -0.58 0.69 -1.55
C -0.88056 0.07622 0.69770 0.57 -0.27 1.53
N -0.17410 1.15341 0.21570 2.33 -1.66 4.18
C 0.89550 1.38549 1.10551 -3.02 -2.05 -0.24
C -0.43850 1.73195 -1.05006 0.09 0.97 -1.01
H 2.75952 -1.22621 2.48662 -0.38 -0.28 -0.13
H 1.39695 -1.73641 3.59156 0.02 -0.10 -0.51
H 2.91767 -1.26155 4.20264 0.00 0.72 0.26
H 2.38509 1.16636 3.18354 0.02 -0.10 0.29
H 1.00788 0.62683 4.20606 0.23 0.12 0.09
H -0.70414 -1.05874 2.61048 0.23 0.09 -0.12
H -1.70530 -0.39600 0.18465 -0.33 0.52 -0.37
H 1.69425 2.09476 0.94634 -0.17 -0.10 0.18
H 0.37398 2.43246 -1.24310 0.10 -0.31 -0.52
H -1.36286 2.30918 -1.02874 -0.22 -0.41 0.02
H -0.52554 0.88424 -1.72969 0.08 0.54 -0.59
C -1.53228 -1.57869 -3.59625 -0.19 -1.20 0.17
C -0.65289 -0.73004 -4.42252 -0.06 2.48 -1.91
O 0.57772 -0.65404 -4.27147 1.48 -0.76 1.25
O -1.25456 -0.04841 -5.29093 -0.63 -0.05 -0.28
H -0.91549 -2.24410 -2.99218 -0.27 -0.05 0.45
H -2.06275 -2.16894 -4.34345 -0.30 -0.26 0.23
H -2.27283 -0.98609 -3.05911 0.14 -0.08 0.22
Cl -3.76636 0.68808 -1.23457 0.30 0.02 0.48
```
Positions in Å, forces in eV/Å.

Results
Charge = -1
Lowest unoccupied orbital energy = 1.611 eV
ΔE to the lowest compared entry with this formula, charge and spin = 43.4 kcal/mol



Below is a structure of composition C8H14CuFO5P at a distorted geometry, with properties calculated with ωB97M-V with the def2-TZVPD basis set.

Structure (XYZ):
```
30
Properties=species:S:1:pos:R:3:forces:R:3
C -2.20261 0.91617 1.15784 0.41 -0.31 -0.23
C -0.77162 1.33567 1.53509 -0.27 1.19 0.20
C 0.22169 1.37225 0.36893 -1.92 -1.74 1.42
F -0.10200 2.49315 -0.46319 0.26 -0.65 0.01
C 0.34361 0.05372 -0.43606 2.91 0.93 -2.78
C 1.06021 -1.14321 0.24694 -0.94 -0.56 0.06
P -0.01335 -2.27358 1.22186 -0.18 -1.26 1.92
O -0.86511 -1.60557 2.20292 -0.23 0.84 -0.09
O 1.00502 -3.24653 2.03802 0.09 0.81 -1.90
O -0.87233 -3.25643 0.28488 0.77 0.91 0.18
C 1.42491 0.48872 -1.53186 0.62 0.44 -1.00
C 0.67197 0.90447 -2.83262 -0.16 0.88 1.47
O -0.69740 0.64509 -2.50038 0.02 -0.59 -0.51
C -0.80775 -0.23202 -1.47173 1.93 2.51 0.28
O -1.64347 -1.02674 -1.42098 -2.25 -2.27 0.56
H -2.61071 1.59498 0.39718 -0.04 -0.10 0.33
H -2.20996 -0.09945 0.75434 -0.03 0.24 0.16
H -2.82912 0.89359 2.05507 0.12 0.20 -0.25
H -0.35629 0.77018 2.38110 -0.14 -0.24 -0.48
H -0.84638 2.38412 1.90966 0.17 -0.27 -0.07
H 1.28885 1.52692 0.83276 -0.37 -1.74 -0.47
H 1.52674 -1.75609 -0.53911 -0.25 0.23 0.10
H 1.90326 -0.78552 0.85770 -0.42 -0.11 0.12
H 1.73450 -3.46858 1.43207 0.02 -0.45 0.54
H -1.77330 -2.88668 0.33207 0.05 -0.35 -0.34
H 2.14551 -0.27042 -1.85816 -0.32 -0.21 0.68
H 2.05005 1.31334 -1.15060 -0.14 -0.17 -0.19
H 1.01000 0.34141 -3.70703 -0.35 0.04 0.16
H 0.73085 1.98465 -3.00746 0.13 -0.33 -0.22
Cu 1.48424 3.03238 0.91074 0.53 2.15 0.32
```
Positions in Å, forces in eV/Å.

Results
Charge = +1
Lowest unoccupied orbital energy = -6.167 eV



Below is a structure of composition C8H14F18MgN2OP3 at a distorted geometry, with properties calculated with ωB97M-V with the def2-TZVPD basis set.

Structure (XYZ):
```
47
Properties=species:S:1:pos:R:3:forces:R:3
Mg 0.44959 0.48143 -0.01536 0.49 1.10 0.49
P 0.05590 3.58268 1.13193 1.04 3.22 2.43
F -0.42892 5.17794 1.25408 0.59 -1.90 0.57
F 1.62483 3.90013 0.99295 0.03 1.11 0.32
F 0.29548 3.40534 2.75255 -0.88 0.26 -1.93
F 0.60019 2.02600 0.86707 -0.49 0.16 0.57
F -1.46388 3.04160 1.24747 0.68 0.05 -0.18
F -0.04086 3.77751 -0.43628 -0.90 -0.57 -1.35
P 3.86225 -0.18732 -0.58644 4.27 1.14 -1.00
F 4.12502 -1.33710 0.63295 -0.48 1.45 -2.33
F 3.05198 -1.27248 -1.50030 -0.19 -1.56 0.81
F 2.47064 0.27350 0.08969 -2.25 -0.61 1.08
F 3.51121 0.79058 -1.79599 -0.35 1.58 -0.04
F 4.51413 0.98434 0.34314 0.12 -1.43 -1.09
F 5.29772 -0.42812 -1.47560 -1.69 -0.86 2.44
P -0.47807 -0.48697 3.32652 1.62 2.30 3.03
F 0.13003 0.98019 3.72611 -1.03 -1.14 0.03
F -0.77616 -0.72625 4.91954 -0.73 -0.71 -2.25
F -1.99546 0.20029 2.97829 2.16 -1.33 0.34
F -1.00222 -1.90813 2.69743 -0.07 0.74 0.67
F 0.14298 -0.08990 1.85393 -0.79 -0.75 -2.32
F 1.03941 -1.15445 3.51801 -1.28 -0.32 0.22
C -0.98039 2.53169 -3.84311 0.43 0.54 0.55
C -0.22693 1.93103 -2.73942 1.72 -2.15 2.10
N 0.40137 1.41303 -1.89143 -2.17 1.31 -3.11
H -1.18566 1.87352 -4.68738 0.30 -0.19 0.27
H -0.33617 3.35571 -4.14978 -0.24 0.17 -0.34
H -1.92045 2.93766 -3.46949 0.09 0.02 0.09
C -4.17704 0.28316 0.47203 -0.82 -0.29 -0.43
C -2.80879 0.43410 0.10805 4.65 0.46 -0.47
N -1.67534 0.55350 -0.18561 -3.83 -0.99 0.77
H -4.61809 1.26850 0.62264 -0.08 -0.13 0.13
H -4.33710 -0.39102 1.31343 0.38 0.33 0.23
H -4.62827 -0.21527 -0.38591 -0.41 0.19 -0.09
C -0.00488 -3.62177 0.13467 -0.01 -0.97 0.31
C -0.63042 -3.30456 -1.19877 -0.23 -0.40 -0.96
C -0.08890 -1.88660 -1.56748 -2.31 -1.31 0.09
O 0.61064 -1.47427 -0.46237 1.90 -1.38 -0.46
C 1.11963 -2.62071 0.25157 -1.57 -0.89 2.50
H 0.37549 -4.64111 0.20074 0.19 0.05 -0.37
H -0.69234 -3.58395 0.97969 0.03 0.66 -0.05
H -1.72023 -3.28457 -1.20163 0.03 0.13 0.13
H -0.33716 -4.09471 -1.88997 0.05 0.47 -0.42
H -0.85699 -1.13381 -1.74480 -0.08 0.24 -0.07
H 0.46096 -1.93051 -2.50761 1.07 0.23 -0.11
H 1.16368 -2.42480 1.32291 0.58 1.22 0.14
H 2.10747 -3.00496 -0.00263 0.49 0.76 -0.94
```
Positions in Å, forces in eV/Å.

Results
Charge = 0
2S+1 = 2
Lowest unoccupied orbital energy (spin up / spin down) = -1.180 / -7.803 eV
<S²> = 0.75



Below is the ion C8H14F3INOS with charge +1, with properties calculated with ωB97M-V with the def2-TZVPD basis set.

Structure (XYZ):
```
29
Properties=species:S:1:pos:R:3:forces:R:3
C 3.85266 1.26223 0.00594 0.00 -0.16 0.21
C 2.59201 0.57743 0.54659 0.38 0.06 0.21
S 1.71090 -0.38208 -0.73013 -0.18 0.03 0.04
C 0.23839 0.62178 -1.03816 0.00 0.00 0.00
C -1.08752 0.25803 -0.27974 0.00 0.16 -0.56
C -1.92029 1.57579 -0.32128 0.29 0.01 0.09
F -3.15984 1.51803 0.12142 -0.08 -0.15 0.12
F -1.27161 2.50437 0.42337 0.03 -0.03 0.03
F -1.94638 2.01821 -1.57419 -0.06 -0.08 -0.21
C -1.76134 -0.97745 -0.92169 -0.27 0.25 -0.22
O -3.15472 -0.94405 -0.68136 0.28 -0.03 0.33
C -1.07234 -2.16741 -0.26666 0.35 -0.26 -0.01
C -0.57240 -1.70672 1.09982 -0.13 0.02 0.24
N -0.72435 -0.17759 1.12704 -0.45 -0.01 0.22
I -1.92527 0.41858 2.78028 0.09 -0.09 -0.11
H 4.35867 0.61139 -0.71070 -0.05 0.12 0.04
H 4.54796 1.44522 0.83250 -0.13 0.09 -0.15
H 3.61472 2.21493 -0.47079 0.05 -0.15 -0.06
H 2.85817 -0.13955 1.33206 -0.03 0.12 -0.14
H 1.93662 1.33136 0.99953 -0.07 -0.14 -0.08
H 0.02764 0.54950 -2.10848 0.02 0.13 0.20
H 0.50912 1.65608 -0.80962 -0.09 -0.13 -0.15
H -1.57578 -0.95482 -2.00286 0.02 0.03 0.15
H -3.52403 -1.81656 -0.86325 -0.02 0.10 -0.07
H -0.24634 -2.52893 -0.88573 -0.07 0.13 0.14
H -1.77594 -2.99372 -0.14543 0.05 0.07 -0.08
H -1.18118 -2.11389 1.90625 0.15 0.11 -0.06
H 0.48177 -1.91613 1.28277 -0.17 -0.05 -0.09
H 0.17069 0.25595 1.35249 0.10 -0.16 -0.05
```
Positions in Å, forces in eV/Å.

Results
Charge = +1
Lowest unoccupied orbital energy = -5.396 eV
SMILES = CCSC[C@@]1(C(F)(F)F)[C@H](O)CC[N@@H+]1I



Below is the molecule C8H14FNO at a distorted geometry, with properties calculated with ωB97M-V with the def2-TZVPD basis set.

Structure (XYZ):
```
25
Properties=species:S:1:pos:R:3:forces:R:3
C 2.29075 -2.13504 2.58669 -0.96 0.19 -4.11
C -1.53159 1.35175 -1.83597 1.33 -1.01 -0.18
C -0.04421 1.63116 -1.59879 1.10 -0.17 1.04
C -2.25488 0.76400 -0.62542 -1.62 -0.97 -0.09
C 0.68479 0.52242 -0.80987 0.85 -1.21 0.02
C -1.55880 -0.39887 0.02988 0.88 -0.07 0.61
C -0.11104 -0.04810 0.40588 -1.12 0.38 -2.21
C 1.81088 -1.02178 1.55197 -0.61 -1.16 0.54
N 0.49581 -1.16779 1.02979 1.19 0.84 2.00
O 2.43116 -1.95793 3.73026 0.34 -0.03 2.25
F 2.82348 -1.15629 0.60274 0.38 0.10 -0.81
H 2.54902 -3.07596 1.96212 -0.16 0.64 1.14
H -1.89751 2.29031 -2.11122 -1.23 1.34 -0.54
H -1.48253 0.74302 -2.72748 -0.86 -0.64 -0.19
H 0.53999 1.92336 -2.49272 -0.62 -0.63 -0.02
H 0.06889 2.53990 -1.02276 -0.19 0.33 0.63
H -2.43026 1.55364 0.11134 0.22 0.04 0.04
H -3.28702 0.26136 -0.72290 1.08 1.48 -0.96
H 1.10021 -0.35408 -1.40115 -1.19 0.72 0.06
H 1.65941 0.85360 -0.43263 -0.22 0.58 0.13
H -2.14494 -0.61756 0.93761 0.48 -0.23 -0.13
H -1.56126 -1.28925 -0.58089 -0.21 -0.36 -0.52
H -0.37105 0.72101 1.06152 0.74 1.56 1.71
H 1.85318 -0.02542 1.92674 0.38 0.69 0.74
H 0.36751 -1.90745 0.42524 0.03 -2.41 -1.15
```
Positions in Å, forces in eV/Å.

Results
Charge = 0
Lowest unoccupied orbital energy = 0.974 eV
SMILES = O=C[C@@H](F)NC1CCCCC1
ΔE to the lowest compared entry with this formula, charge and spin = 0.0 kcal/mol



- Which value of charge does entry 2 give?
  0



- Which formula does entry 3 have?
  C8H14Cl8N2O2